Entry from the Open Molecules 2025 dataset: the molecule C10H9FN2 (ωB97M-V/def2-TZVPD).

```
22
C10H9FN2 (ωB97M-V/def2-TZVPD)
C 2.236 0.287 -1.586
C -1.701 -1.752 -0.139
C -2.385 -0.574 -0.107
C -0.300 -1.823 -0.260
C -0.261 0.592 -0.123
C -1.641 0.673 -0.065
C 0.431 -0.648 -0.309
C 2.653 -0.023 0.862
C -2.383 1.902 0.131
C 1.957 -0.542 -0.452
N 2.493 1.081 -2.364
N 3.248 -0.922 1.467
F 2.576 1.279 1.223
H -2.270 -2.634 -0.136
H -3.492 -0.628 0.100
H 0.281 -2.764 -0.576
H 0.328 1.544 0.162
H -1.841 2.775 -0.462
H -3.446 1.914 -0.391
H -2.482 2.372 1.218
H 2.338 -1.511 -0.628
H 3.662 -0.600 2.434
```

Its spin multiplicity is 1. The energy above the lowest of the compared OMol25 structures with the same formula, charge and spin is 40.2 kcal/mol. For the total energy, the calculation gives -16211.8477 eV. Its SMILES is [H]/N=C(\F)[C@H](C#N)c1cccc(C)c1. The calculation puts the HOMO energy at -9.422 eV.

Results of the natural (NBO) charge analysis, in e, for atoms 1 through 6: atom 1 (C): 0.28, atom 2 (C): -0.21, atom 3 (C): -0.19, atom 4 (C): -0.20, atom 5 (C): -0.22, atom 6 (C): -0.02



Entry from the Open Molecules 2025 dataset: a cluster of 2 separate species, C4H6OS in total (ωB97M-V/def2-TZVPD).

```
12
C4H6OS (ωB97M-V/def2-TZVPD)
C -0.651 0.685 -1.488
C 0.755 0.239 -1.460
C 0.152 0.022 -0.333
C 0.016 -0.568 1.003
O -4.507 -0.327 -0.681
S -3.777 0.949 -0.570
H -0.785 1.707 -1.444
H -1.414 0.110 -2.025
H 1.676 0.127 -1.934
H -0.719 -0.058 1.512
H 0.820 -0.593 1.697
H -0.534 -1.540 0.933
```

Its spin multiplicity is 1. The energy above the lowest of the compared OMol25 structures with the same formula, charge and spin is 118.0 kcal/mol. For the total energy, the calculation gives -17123.0142 eV. Its SMILES is CC1=CC1.O=S. The calculation puts the HOMO energy (spin up / spin down) at -9.084 / -9.168 eV.

Results of the natural (NBO) charge analysis, in e, for atoms 1 through 6: atom 1 (C): -0.44, atom 2 (C): -0.21, atom 3 (C): 0.05, atom 4 (C): -0.66, atom 5 (O): -0.69, atom 6 (S): 0.69



Entry from the Open Molecules 2025 dataset: the molecule C4H6N2S (ωB97M-V/def2-TZVPD).

```
13
C4H6N2S (ωB97M-V/def2-TZVPD)
C -1.817 -0.563 1.272
C -0.837 -1.017 0.414
C 0.308 -0.377 -0.240
C 0.571 1.006 0.312
H -2.642 -1.092 1.565
H -1.649 0.493 1.535
H -1.085 -2.033 -0.038
H 1.741 0.188 -2.697
H -0.344 1.612 0.273
H 0.888 0.996 1.437
N 1.085 -0.863 -1.139
N 2.012 0.008 -1.689
S 1.768 1.643 -1.004
```

Its spin multiplicity is 1. The energy above the lowest of the compared OMol25 structures with the same formula, charge and spin is 74.1 kcal/mol. For the total energy, the calculation gives -18057.7613 eV. Its SMILES is C=CC1=NNSC1. The calculation puts the HOMO energy at -8.358 eV.

Results of the natural (NBO) charge analysis, in e, for atoms 1 through 6: atom 1 (C): -0.35, atom 2 (C): -0.22, atom 3 (C): 0.16, atom 4 (C): -0.58, atom 5 (H): 0.21, atom 6 (H): 0.19



Entry from the Open Molecules 2025 dataset: a structure of composition C47H53I2N4OPS2Y (ωB97M-V/def2-TZVPD).

```
111
C47H53I2N4OPS2Y (ωB97M-V/def2-TZVPD)
Y 0.395 0.942 -0.408
C 1.758 3.499 1.855
N 0.739 2.429 1.992
C -0.492 3.038 2.491
C -1.053 4.088 1.553
N -1.270 3.616 0.178
C -2.639 3.103 0.014
C -0.998 4.677 -0.773
C -1.873 5.759 -0.865
C -1.646 6.802 -1.747
C -0.513 6.760 -2.554
C 0.365 5.696 -2.461
C 0.155 4.632 -1.565
S 1.353 3.364 -1.477
C 1.285 1.421 2.881
C 0.836 1.262 4.191
C 1.485 0.402 5.069
C 2.610 -0.284 4.644
C 3.029 -0.169 3.328
C 2.360 0.640 2.409
S 2.878 0.635 0.722
H 1.861 4.016 2.819
H 1.472 4.199 1.080
H 2.707 3.068 1.560
H -0.311 3.544 3.449
H -1.231 2.261 2.664
H -0.393 4.949 1.527
H -1.998 4.432 1.993
H -3.399 3.823 0.349
H -2.767 2.186 0.589
H -2.819 2.871 -1.031
H -2.757 5.780 -0.233
H -2.342 7.631 -1.804
H -0.317 7.563 -3.257
H 1.247 5.658 -3.089
H -0.018 1.818 4.554
H 1.113 0.288 6.081
H 3.142 -0.938 5.326
H 3.871 -0.746 2.964
I -4.754 1.044 -2.490
C -2.994 1.462 -3.548
C -3.087 1.970 -4.854
C -1.956 2.206 -5.581
I -2.175 3.018 -7.506
C -0.675 1.895 -5.053
C 0.549 2.065 -5.737
C 1.715 1.679 -5.148
C 1.679 1.116 -3.865
N 0.570 0.960 -3.186
C -0.602 1.356 -3.746
C -1.776 1.214 -2.914
O -1.652 0.842 -1.689
H -4.060 2.175 -5.281
H 0.548 2.502 -6.727
H 2.665 1.801 -5.653
H 2.595 0.802 -3.381
C -1.079 -2.268 -2.218
C -2.075 -2.193 -1.053
C -2.463 -3.598 -0.596
P -1.503 -1.118 0.359
C -3.121 -0.470 1.012
C -4.317 -1.424 1.054
C -2.932 0.230 2.371
C -0.775 -2.113 1.666
C -1.325 -2.425 2.912
C -0.567 -2.979 3.931
C -1.160 -3.295 5.285
C 0.792 -3.186 3.673
C 1.355 -2.918 2.443
C 0.578 -2.426 1.368
N 1.026 -2.205 0.090
C 2.093 -2.975 -0.364
C 3.028 -2.465 -1.298
C 2.788 -1.188 -2.044
C 4.180 -3.170 -1.622
C 4.446 -4.439 -1.130
C 5.724 -5.174 -1.466
C 3.443 -5.017 -0.364
C 2.271 -4.349 -0.020
C 1.193 -5.165 0.652
H -1.583 -2.678 -3.101
H -0.233 -2.907 -1.965
H -0.690 -1.284 -2.485
H -2.961 -1.660 -1.411
H -1.678 -4.034 0.023
H -2.603 -4.243 -1.470
H -3.386 -3.612 -0.014
H -3.352 0.288 0.259
H -4.123 -2.301 1.677
H -4.596 -1.765 0.055
H -5.183 -0.900 1.474
H -3.265 -0.404 3.193
H -3.511 1.157 2.422
H -1.885 0.459 2.570
H -2.376 -2.234 3.103
H -2.250 -3.223 5.261
H -0.800 -2.602 6.053
H -0.900 -4.306 5.611
H 1.426 -3.563 4.473
H 2.412 -3.090 2.275
H 3.650 -0.519 -1.990
H 1.925 -0.668 -1.667
H 2.580 -1.405 -3.096
H 4.889 -2.709 -2.311
H 6.573 -4.489 -1.496
H 5.669 -5.670 -2.441
H 5.938 -5.940 -0.718
H 3.561 -6.051 -0.040
H 1.173 -6.162 0.208
H 0.215 -4.708 0.515
H 1.344 -5.274 1.730
```

Its spin multiplicity is 1. The charge is -1. The energy above the lowest of the compared OMol25 structures with the same formula, charge and spin is 47.3 kcal/mol. For the total energy, the calculation gives -105817.6635 eV. The calculation puts the HOMO energy at -3.634 eV.

Results of the Löwdin charge analysis, in e, for atoms 1 through 6: atom 1 (Y): 1.25, atom 2 (C): -0.11, atom 3 (N): -0.20, atom 4 (C): -0.20, atom 5 (C): -0.17, atom 6 (N): -0.16



Entry from the Open Molecules 2025 dataset: a cluster of 10 separate species, C24H70N2O10 in total (ωB97M-V/def2-TZVPD).

```
106
C24H70N2O10 (ωB97M-V/def2-TZVPD)
C -5.457 1.971 -2.160
C -6.345 1.004 -1.330
O -5.579 -0.054 -0.855
H -4.518 2.208 -1.655
H -6.065 2.890 -2.353
H -5.162 1.448 -3.046
H -7.096 0.600 -1.990
H -6.836 1.663 -0.625
H -5.068 0.350 -0.136
C -4.245 -0.290 2.761
C -4.239 1.119 2.364
O -3.890 1.221 0.983
H -4.901 -0.897 2.089
H -4.677 -0.347 3.778
H -3.235 -0.615 2.833
H -3.535 1.637 3.026
H -5.269 1.614 2.471
H -3.733 2.176 0.858
C 3.570 3.748 -0.427
C 3.568 3.261 1.004
O 4.387 3.942 1.941
H 3.020 3.035 -1.150
H 4.581 3.825 -0.747
H 3.124 4.759 -0.481
H 4.028 2.257 0.926
H 2.541 3.162 1.359
H 4.131 4.846 2.043
C -2.789 -4.340 1.317
C -1.713 -3.404 1.748
O -1.171 -2.767 0.598
H -2.355 -5.113 0.657
H -3.553 -3.776 0.815
H -3.283 -4.821 2.157
H -0.870 -3.992 2.147
H -1.958 -2.663 2.483
H -1.947 -2.237 0.185
C -1.560 4.043 2.194
C -2.551 4.811 1.399
O -3.673 4.006 1.081
H -1.388 3.146 1.666
H -1.946 3.653 3.101
H -0.607 4.549 2.302
H -2.197 5.233 0.500
H -2.813 5.656 2.045
H -4.415 4.561 0.756
C 2.723 -2.404 -2.941
C 2.062 -2.260 -4.258
O 1.236 -1.082 -4.446
H 3.298 -1.504 -2.727
H 3.509 -3.144 -2.930
H 2.116 -2.607 -2.080
H 1.466 -3.103 -4.577
H 2.890 -2.107 -4.934
H 0.378 -1.277 -4.055
C 6.929 1.679 0.729
C 7.454 1.613 2.166
O 7.570 0.267 2.571
H 6.697 2.727 0.588
H 6.055 1.030 0.579
H 7.735 1.423 0.019
H 6.680 2.165 2.820
H 8.404 2.151 2.285
H 6.722 -0.157 2.511
C -0.195 1.546 -0.338
C 0.604 0.563 -1.233
O 0.949 1.166 -2.432
H -1.067 1.787 -0.884
H 0.356 2.494 -0.292
H -0.329 1.176 0.684
H -0.092 -0.185 -1.511
H 1.446 0.022 -0.752
H 1.327 0.643 -3.152
C -3.047 -3.088 -2.994
C -2.254 -1.913 -2.351
C -2.186 -0.857 -3.490
O -1.441 -1.501 -4.473
C -1.537 -1.004 -5.788
N -2.952 -1.483 -1.171
H -3.975 -2.777 -3.490
H -3.256 -3.844 -2.208
H -2.398 -3.660 -3.689
H -1.250 -2.208 -2.138
H -1.691 0.016 -3.136
H -3.189 -0.518 -3.797
H -1.046 -0.045 -5.900
H -2.591 -1.020 -6.008
H -1.034 -1.807 -6.364
H -3.878 -1.268 -1.413
H -2.563 -0.634 -0.830
C 1.053 -1.147 3.566
C 2.105 -1.388 2.507
C 3.355 -1.753 3.276
O 4.441 -2.099 2.410
C 5.611 -2.668 3.033
N 1.755 -2.486 1.601
H 0.192 -0.605 3.146
H 1.455 -0.518 4.373
H 0.762 -2.075 4.039
H 2.309 -0.559 1.864
H 3.122 -2.588 3.989
H 3.624 -0.930 3.935
H 6.271 -1.909 3.418
H 6.223 -3.103 2.239
H 5.183 -3.314 3.823
H 1.001 -2.187 0.964
H 2.599 -2.759 1.017
```

Its spin multiplicity is 1. The energy above the lowest of the compared OMol25 structures with the same formula, charge and spin is 41.8 kcal/mol. For the total energy, the calculation gives -49474.3522 eV. Its SMILES is COC[C@H](C)N.COC[C@H](C)N.CCO.CCO.CCO.CCO.CCO.CCO.CCO.CCO. The calculation puts the HOMO energy at -8.683 eV.

Results of the Löwdin charge analysis, in e, for atoms 1 through 6: atom 1 (C): -0.08, atom 2 (C): -0.33, atom 3 (O): -0.09, atom 4 (H): 0.06, atom 5 (H): 0.08, atom 6 (H): 0.05



Entry from the Open Molecules 2025 dataset: a cluster of 5 separate species, C32H70N4O14 in total (ωB97M-V/def2-TZVPD).

```
120
C32H70N4O14 (ωB97M-V/def2-TZVPD)
O 1.048 4.490 -9.336
C 1.317 3.340 -8.958
O 0.447 2.192 -9.150
C 0.492 1.507 -7.870
O -0.445 0.933 -7.295
C 2.026 1.664 -7.470
C 2.941 0.772 -6.482
O 2.183 -0.316 -5.880
O 3.044 -0.877 -4.972
C 2.572 2.791 -8.145
C 4.086 3.274 -8.059
C 4.288 4.863 -8.031
C 3.547 5.609 -6.808
O 4.391 5.609 -5.610
H 3.228 1.491 -5.618
H 3.917 0.423 -6.965
H 3.555 -1.537 -5.500
H 4.623 2.875 -9.002
H 4.612 2.795 -7.149
H 4.069 5.368 -9.046
H 5.420 5.039 -7.858
H 2.554 5.111 -6.548
H 3.359 6.699 -7.143
H 4.178 4.795 -5.093
C -1.876 -3.350 -1.151
O -1.530 -3.513 -2.518
C -2.627 -3.323 -3.414
C -2.474 -2.016 -4.195
N -2.666 -0.852 -3.331
C -2.238 0.416 -3.929
C -0.762 0.558 -4.337
O 0.150 0.597 -3.242
C 0.490 -0.673 -2.709
H -1.048 -3.723 -0.550
H -2.020 -2.293 -0.907
H -2.776 -3.916 -0.898
H -3.593 -3.375 -2.900
H -2.590 -4.154 -4.125
H -3.213 -1.991 -5.004
H -1.476 -2.020 -4.646
H -2.143 -0.987 -2.475
H -2.457 1.196 -3.190
H -2.870 0.623 -4.799
H -0.662 1.527 -4.835
H -0.453 -0.187 -5.075
H 0.531 -1.450 -3.475
H -0.209 -0.944 -1.917
H 1.478 -0.593 -2.249
C -3.030 -0.955 5.422
O -4.006 -0.678 4.429
C -3.514 -0.824 3.096
C -4.108 -2.063 2.423
N -3.579 -3.295 3.010
C -4.317 -4.504 2.635
C -5.807 -4.585 3.009
O -6.059 -4.689 4.406
C -6.018 -3.456 5.109
H -3.419 -0.610 6.380
H -2.844 -2.030 5.500
H -2.095 -0.430 5.215
H -2.419 -0.833 3.060
H -3.852 0.060 2.545
H -3.870 -2.042 1.354
H -5.196 -2.004 2.532
H -3.601 -3.214 4.019
H -3.806 -5.342 3.121
H -4.213 -4.656 1.556
H -6.195 -5.511 2.573
H -6.401 -3.778 2.566
H -6.390 -2.622 4.510
H -5.006 -3.260 5.462
H -6.652 -3.551 5.994
C -1.827 6.059 5.457
O -1.917 5.284 4.271
C -0.774 5.402 3.421
C 0.052 4.114 3.433
N 0.728 3.925 4.717
C 1.282 2.583 4.911
C 0.311 1.390 4.882
O -0.590 1.338 5.983
C -1.724 2.180 5.855
H -2.813 6.079 5.919
H -1.129 5.609 6.169
H -1.523 7.086 5.238
H -0.163 6.275 3.670
H -1.160 5.551 2.407
H 0.801 4.158 2.635
H -0.630 3.286 3.215
H 0.069 4.104 5.464
H 1.771 2.590 5.892
H 2.070 2.419 4.169
H 0.919 0.483 4.957
H -0.228 1.306 3.932
H -2.066 2.265 4.821
H -1.509 3.163 6.275
H -2.534 1.750 6.449
C 1.431 -2.319 3.766
O 1.933 -1.310 2.901
C 3.190 -0.770 3.316
C 4.315 -1.226 2.385
N 4.602 -2.651 2.551
C 5.442 -3.221 1.495
C 4.921 -3.165 0.048
O 3.790 -3.992 -0.205
C 2.547 -3.434 0.192
H 0.392 -2.505 3.496
H 1.985 -3.254 3.642
H 1.469 -2.001 4.812
H 3.413 -1.002 4.363
H 3.097 0.318 3.234
H 5.220 -0.649 2.604
H 4.005 -0.998 1.361
H 3.728 -3.162 2.567
H 5.591 -4.275 1.754
H 6.426 -2.745 1.537
H 5.718 -3.556 -0.592
H 4.739 -2.141 -0.298
H 2.515 -2.350 0.065
H 2.325 -3.711 1.223
H 1.765 -3.875 -0.431
```

Its spin multiplicity is 1. For the total energy, the calculation gives -68932.8453 eV. Its SMILES is O=C1OC(=O)C(COO)=C1CCCO.COCCNCCOC.COCCNCCOC.COCCNCCOC.COCCNCCOC. The calculation puts the HOMO energy at -8.404 eV.

Results of the Löwdin charge analysis, in e, for atoms 1 through 6: atom 1 (O): 0.12, atom 2 (C): -0.28, atom 3 (O): 0.06, atom 4 (C): -0.26, atom 5 (O): 0.13, atom 6 (C): 0.02